2 unconnected molecules or ions with the total composition C2H4N2O. Source: the OMol25 dataset; level of theory: ωB97M-V/def2-TZVPD.

Properties
net charge = 0
E = -7163.81259 eV
SMILES string = N#CN.C=O
M = 72.07 g/mol

```
9
C2H4N2O ωB97M-V/def2-TZVPD
N -0.3110 -1.2128 -0.5145
C 0.5995 -0.5485 -0.1722
N 1.8064 -0.0138 -0.3108
H 1.9667 0.5766 -1.1111
H 2.3781 0.1295 0.5066
C -1.6286 0.2371 0.3407
O -1.9640 1.0747 -0.4427
H -2.2049 -0.6323 0.6691
H -0.6421 0.3894 1.0348
```